(1)
Density functional theory data (ωB97M-V with the def2-TZVPD basis set) for C37H61BrCsI2N9O3SSi4Te as an isolated structure in a non-equilibrium geometry.

Geometry as XYZ:
```
120
C37H61BrCsI2N9O3SSi4Te (ωB97M-V with the def2-TZVPD basis set)
Cs 2.44 0.28 -3.38
I -0.30 -4.91 -8.98
C 0.10 -3.43 -7.53
C 1.07 -2.46 -7.79
C 1.28 -1.49 -6.83
I 2.75 0.00 -7.10
C 0.54 -1.37 -5.62
O 0.71 -0.39 -4.84
C -0.39 -2.44 -5.39
C -1.13 -2.45 -4.08
N -0.34 -3.18 -3.09
C -0.86 -3.12 -1.73
C 0.24 -3.44 -0.75
C 0.62 -4.75 -0.46
C 1.66 -4.96 0.43
C 2.28 -3.87 1.01
C 1.83 -2.60 0.67
N 0.84 -2.39 -0.19
C -0.61 -3.42 -6.34
H 1.63 -2.46 -8.71
H -2.14 -2.86 -4.21
H -1.21 -1.41 -3.73
H -0.24 -4.14 -3.39
H -1.72 -3.80 -1.56
H -1.19 -2.10 -1.53
H 0.10 -5.58 -0.91
H 1.98 -5.97 0.67
H 3.10 -3.99 1.71
H 2.26 -1.71 1.11
H -1.34 -4.20 -6.14
C -1.54 4.76 -0.58
C -0.92 5.16 -1.87
N -0.85 6.37 -2.33
N -0.25 6.22 -3.56
C 0.04 4.94 -3.87
S 0.71 4.33 -5.26
N -0.40 4.26 -2.77
N -0.16 2.92 -2.58
H -1.65 5.64 0.05
H -0.94 4.00 -0.08
H -2.53 4.32 -0.76
H -0.01 7.02 -4.11
H -0.92 2.46 -2.07
H -0.01 2.48 -3.48
C 3.04 -4.29 -2.40
N 4.17 -3.89 -1.58
C 5.44 -4.14 -2.25
C 4.04 -2.63 -0.97
N 3.03 -1.91 -1.26
N 5.08 -2.34 -0.08
C 5.44 -3.37 0.88
C 5.12 -1.01 0.49
H 3.12 -5.36 -2.61
H 2.99 -3.73 -3.34
H 2.11 -4.09 -1.86
H 5.49 -3.62 -3.22
H 5.55 -5.21 -2.42
H 6.26 -3.79 -1.63
H 2.96 -1.04 -0.74
H 5.30 -4.35 0.44
H 4.82 -3.30 1.79
H 6.48 -3.24 1.18
H 4.41 -0.89 1.32
H 4.89 -0.26 -0.27
H 6.13 -0.82 0.87
Br 1.45 5.67 2.87
C 2.23 4.62 1.47
C 1.57 3.51 1.01
C 2.15 2.75 0.00
C 3.38 3.12 -0.53
C 4.03 4.25 -0.05
C 3.46 5.01 0.96
C 4.06 2.26 -1.60
O 4.87 2.80 -2.37
O 3.74 1.04 -1.58
H 0.61 3.21 1.43
H 1.65 1.87 -0.36
H 4.98 4.52 -0.49
H 3.96 5.89 1.35
C -2.36 0.58 6.11
Si -1.64 0.15 4.39
C -1.46 -1.74 4.39
C 0.13 0.84 4.38
Si -2.97 0.92 2.64
Te -1.99 1.13 0.46
Si -3.74 3.02 3.34
C -4.62 3.91 1.90
C -4.98 3.13 4.78
C -2.25 4.10 3.83
Si -4.81 -0.51 2.62
C -5.62 -0.79 4.32
C -4.36 -2.24 1.97
C -6.18 0.17 1.50
H -1.77 0.14 6.92
H -3.38 0.21 6.20
H -2.38 1.66 6.26
H -0.76 -2.10 5.15
H -1.11 -2.10 3.42
H -2.43 -2.22 4.59
H 0.73 0.47 5.21
H 0.12 1.94 4.44
H 0.63 0.58 3.45
H -5.69 3.68 1.91
H -4.22 3.56 0.95
H -4.50 4.99 1.94
H -5.89 2.58 4.54
H -5.26 4.16 5.00
H -4.56 2.69 5.69
H -1.45 3.99 3.10
H -1.85 3.77 4.80
H -2.50 5.16 3.91
H -4.93 -1.31 4.99
H -6.53 -1.38 4.26
H -5.87 0.16 4.79
H -3.72 -2.76 2.69
H -3.80 -2.17 1.04
H -5.24 -2.87 1.79
H -6.56 1.12 1.90
H -7.02 -0.51 1.38
H -5.77 0.39 0.50
```

Calculated values
Net charge = -2
LUMO level = 3.19 eV
Gap between HOMO and LUMO = 5.61 eV
Energy = -7178.9119 a.u.

---

(2)
Density functional theory data (ωB97M-V with the def2-TZVPD basis set) for C34H22Cl5F3N5O5Pt as an isolated structure in a non-equilibrium geometry.

Geometry as XYZ:
```
75
C34H22Cl5F3N5O5Pt (ωB97M-V with the def2-TZVPD basis set)
Pt 0.17 0.22 0.36
Cl 7.71 0.54 -0.90
C 6.01 0.30 -0.95
C 5.18 0.89 -0.01
Cl 5.87 1.86 1.22
C 3.81 0.71 -0.06
Cl 2.77 1.42 1.13
C 3.18 -0.07 -1.07
O 1.92 -0.24 -1.18
C 4.08 -0.69 -1.99
Cl 3.39 -1.69 -3.20
C 5.44 -0.51 -1.94
Cl 6.46 -1.27 -3.10
O -3.71 0.29 2.30
C -2.86 1.15 2.26
N -2.92 2.34 2.96
C -1.84 3.23 2.60
C -1.02 2.26 1.75
O 0.12 2.48 1.35
N -1.67 1.12 1.57
C -2.30 4.47 1.86
C -1.79 4.83 0.62
C -2.18 6.02 0.03
C -3.07 6.86 0.67
C -3.60 6.49 1.90
C -3.21 5.31 2.49
C -0.96 3.67 3.74
C -1.25 3.37 5.06
C -0.38 3.76 6.06
C 0.79 4.43 5.75
C 1.08 4.74 4.43
C 0.20 4.37 3.42
H -3.81 2.69 3.28
H -1.08 4.19 0.12
H -1.77 6.30 -0.93
H -3.36 7.80 0.23
H -4.31 7.13 2.40
H -3.60 5.03 3.46
H -2.14 2.81 5.29
H -0.62 3.54 7.09
H 1.47 4.72 6.53
H 1.99 5.26 4.17
H 0.43 4.60 2.39
N 0.49 -0.82 2.00
C -0.05 -0.86 3.17
C 0.32 0.06 4.20
C -0.33 0.07 5.40
C -1.36 -0.83 5.67
C -1.71 -1.78 4.71
C -1.07 -1.82 3.49
H 1.11 0.76 3.98
H -0.05 0.80 6.15
H -1.89 -0.79 6.61
H -2.49 -2.49 4.92
H -1.34 -2.54 2.74
N -2.28 -3.34 -4.08
C -1.82 -2.75 -2.93
C -0.51 -2.96 -2.49
C -0.08 -2.36 -1.33
N -0.87 -1.57 -0.60
C -2.13 -1.39 -0.98
C -2.66 -1.98 -2.11
H -1.58 -3.66 -4.73
H -3.12 -2.96 -4.49
H 0.17 -3.57 -3.07
H 0.92 -2.51 -0.96
H -2.74 -0.77 -0.32
H -3.68 -1.79 -2.38
F -1.48 3.05 -4.20
C -1.45 3.09 -2.85
F -0.52 4.00 -2.53
F -2.64 3.61 -2.47
C -1.20 1.65 -2.20
O -1.66 0.71 -2.81
O -0.58 1.74 -1.13
```

Calculated values
Net charge = -1
LUMO level (spin up / spin down) = 2.41 / 0.42 eV
Gap between HOMO and LUMO (spin up / spin down) = 7.35 / 5.54 eV
Spin multiplicity = 5
Energy = -4678.7789 a.u.

---

(3)
Density functional theory data (ωB97M-V with the def2-TZVPD basis set) for C29H40BN15O6S2Tl as an isolated structure.

Geometry as XYZ:
```
94
C29H40BN15O6S2Tl (ωB97M-V with the def2-TZVPD basis set)
Tl 0.01 -0.51 -0.95
C -0.22 0.40 3.75
C 0.05 -0.35 2.59
N -0.17 0.37 1.50
N -0.57 1.59 1.91
C -0.63 1.63 3.26
B -1.03 2.70 0.96
N 0.03 3.02 -0.11
C 0.28 4.24 -0.62
C 1.18 4.11 -1.65
C 1.44 2.73 -1.70
N 0.74 2.09 -0.77
N -2.40 2.40 0.30
C -3.58 2.91 0.69
C -4.57 2.38 -0.11
C -3.87 1.51 -0.96
N -2.56 1.53 -0.72
H -0.10 0.11 4.77
H 0.41 -1.36 2.50
H -0.92 2.53 3.76
H -1.20 3.70 1.62
H -0.21 5.11 -0.20
H 1.60 4.89 -2.26
H 2.10 2.18 -2.34
H -3.62 3.62 1.50
H -5.62 2.59 -0.08
H -4.26 0.87 -1.73
O 0.10 -0.94 -4.41
S -1.07 -0.77 -5.32
C -2.44 -1.75 -4.61
C -3.21 -0.83 -3.67
C -3.30 0.50 -4.43
C -1.86 0.81 -4.83
H -1.97 -2.60 -4.12
H -3.06 -2.09 -5.44
H -2.63 -0.69 -2.75
H -4.18 -1.24 -3.40
H -3.72 1.31 -3.84
H -3.93 0.37 -5.31
H -1.27 1.12 -3.97
H -1.76 1.53 -5.63
C 3.95 5.16 0.74
C 3.97 3.85 1.48
C 2.81 3.28 1.97
C 2.84 2.08 2.66
C 4.05 1.44 2.85
C 5.23 1.98 2.36
C 5.18 3.19 1.68
S 4.08 -0.13 3.68
O 2.97 -0.18 4.57
O 5.42 -0.33 4.17
N 3.83 -1.23 2.51
C 4.91 -1.49 1.56
C 4.36 -2.39 0.47
C 3.31 -1.65 -0.37
O 3.58 -1.38 -1.55
O 2.22 -1.37 0.24
H 2.96 5.62 0.78
H 4.21 5.02 -0.31
H 4.67 5.87 1.17
H 1.86 3.78 1.81
H 1.93 1.63 3.04
H 6.17 1.48 2.53
H 6.10 3.62 1.30
H 2.93 -1.12 2.03
H 5.73 -1.97 2.09
H 5.29 -0.56 1.11
H 3.90 -3.26 0.94
H 5.16 -2.73 -0.19
N 2.34 -5.82 1.04
N 1.87 -5.03 -0.01
N 2.64 -4.63 -0.98
C 1.78 -3.92 -1.71
N 0.55 -3.93 -1.18
N 0.63 -4.66 -0.08
H 3.32 -5.58 1.13
H 1.85 -5.50 1.87
H 2.06 -3.35 -2.58
C -5.81 -1.07 1.80
N -4.90 -1.78 0.92
C -5.36 -2.73 0.08
C -4.53 -3.40 -0.75
C -3.15 -3.01 -0.72
N -2.69 -2.09 0.08
C -3.51 -1.46 0.98
O -3.14 -0.70 1.84
N -2.28 -3.59 -1.59
H -6.62 -1.73 2.10
H -6.22 -0.19 1.30
H -5.25 -0.74 2.67
H -6.42 -2.93 0.12
H -4.90 -4.18 -1.41
H -2.56 -4.45 -2.03
H -1.28 -3.46 -1.44
```

Calculated values
Net charge = -1
LUMO level = 2.12 eV
Gap between HOMO and LUMO = 7.41 eV
Energy = -3395.7437 a.u.

---

(4)
Density functional theory data (ωB97M-V with the def2-TZVPD basis set) for C23H29Br3N8O4SV as an isolated structure in a non-equilibrium geometry.

Geometry as XYZ:
```
69
C23H29Br3N8O4SV (ωB97M-V with the def2-TZVPD basis set)
V -0.49 -0.27 0.43
N 0.79 7.48 4.27
C 0.92 6.22 3.70
C 1.31 6.09 2.37
C 1.47 4.83 1.81
C 1.25 3.70 2.59
C 0.88 3.82 3.91
C 0.71 5.08 4.47
S 1.42 2.12 1.85
O 2.50 2.18 0.90
O 1.53 1.16 2.93
N 0.11 1.81 0.97
C -1.20 2.05 1.31
N -1.97 1.03 0.78
C -3.30 1.14 0.92
C -3.86 2.21 1.61
C -2.99 3.14 2.16
N -1.66 3.06 2.00
H 0.61 8.24 3.63
H 0.21 7.54 5.09
H 1.48 6.97 1.77
H 1.78 4.72 0.78
H 0.71 2.93 4.50
H 0.43 5.17 5.51
H -3.89 0.34 0.50
H -4.93 2.30 1.73
H -3.36 3.98 2.73
Br -0.84 -1.13 2.95
C 0.89 -1.94 3.30
Br 0.92 -3.82 2.87
H 1.08 -1.83 4.36
H 1.60 -1.41 2.67
N 0.39 0.33 -1.46
C 1.12 -0.84 -1.96
C 1.93 -0.55 -3.23
C 2.85 -1.65 -3.78
C 2.16 -2.91 -4.32
N 0.91 -3.32 -3.68
C 0.78 -4.07 -2.59
N -0.42 -4.52 -2.23
N 1.87 -4.42 -1.90
C 1.85 -1.48 -0.76
O 2.86 -2.17 -0.93
O 1.25 -1.33 0.36
H -0.20 0.74 -2.18
H 1.02 1.06 -1.14
H 0.33 -1.56 -2.19
H 2.54 0.34 -3.05
H 1.21 -0.26 -4.01
H 3.57 -1.92 -3.02
H 3.40 -1.22 -4.62
H 2.84 -3.76 -4.26
H 1.91 -2.79 -5.37
H 0.05 -2.95 -4.06
H -1.25 -4.19 -2.72
H -0.59 -4.70 -1.25
H 2.55 -3.66 -1.72
H 1.70 -4.99 -1.08
Br -4.50 -4.91 -2.71
C -3.42 -3.64 -1.80
C -2.91 -3.93 -0.55
C -2.09 -3.00 0.08
C -1.76 -1.76 -0.47
C -2.33 -1.51 -1.74
C -3.14 -2.42 -2.41
H -3.16 -4.87 -0.07
H -1.71 -3.27 1.06
H -2.15 -0.56 -2.23
H -3.57 -2.18 -3.37
```

Calculated values
LUMO level (spin up / spin down) = -0.03 / -0.03 eV
Gap between HOMO and LUMO (spin up / spin down) = 6.39 / 4.87 eV
Spin multiplicity = 2
Energy = -10697.1419 a.u.

---

(5)
Density functional theory data (ωB97M-V with the def2-TZVPD basis set) for C5H5NO in the gas phase in a non-equilibrium geometry.

Geometry as XYZ:
```
12
C5H5NO (ωB97M-V with the def2-TZVPD basis set)
C -1.95 1.50 1.84
C -1.23 0.71 1.07
C -0.64 -0.41 0.82
N -0.02 -1.28 0.25
C 0.36 -0.85 -1.19
C 1.84 -0.60 -1.24
O -0.36 -1.12 -2.10
H -2.33 2.45 1.48
H -2.26 1.25 2.85
H 2.11 0.19 -0.55
H 2.37 -1.50 -0.97
H 2.12 -0.33 -2.26
```

Calculated values
LUMO level = -0.02 eV
Gap between HOMO and LUMO = 8.93 eV
Energy = -323.4108 a.u.
SMILES = C=C=C=NC(C)=O

---

(6)
Density functional theory data (ωB97M-V with the def2-TZVPD basis set) for C18H43F6MgNO6S2Si2 as an isolated structure in a non-equilibrium geometry.

Geometry as XYZ:
```
79
C18H43F6MgNO6S2Si2 (ωB97M-V with the def2-TZVPD basis set)
O -1.97 -3.12 -1.04
O -2.99 -1.80 -2.61
C -0.50 -3.04 -1.09
C 0.17 -3.47 0.18
H -0.24 -2.00 -1.33
H -0.21 -3.67 -1.94
H 0.00 -2.76 0.99
H 1.25 -3.50 0.01
H -0.13 -4.47 0.49
C -2.65 -3.25 0.28
C -4.05 -3.75 0.05
H -2.62 -2.28 0.79
H -2.07 -3.97 0.87
H -4.61 -3.12 -0.64
H -4.57 -3.77 1.01
H -4.01 -4.78 -0.32
C -3.17 -0.38 -2.31
C -2.47 -2.09 -3.95
C -3.94 -0.23 -1.02
H -3.72 0.05 -3.15
H -2.19 0.11 -2.26
H -4.74 -0.96 -0.92
H -4.40 0.76 -1.01
H -3.28 -0.28 -0.15
C -3.32 -3.13 -4.62
H -1.44 -2.44 -3.84
H -2.45 -1.15 -4.51
H -3.35 -4.05 -4.03
H -2.93 -3.35 -5.61
H -4.34 -2.76 -4.75
H -2.50 -2.48 -1.78
Mg 1.15 1.34 0.80
C 0.00 1.71 -0.70
Si 1.09 1.82 -2.19
H -0.59 2.63 -0.58
H -0.74 0.89 -0.76
C 1.82 0.15 -2.64
C 2.46 3.07 -1.86
C 0.10 2.43 -3.67
C 3.19 0.62 0.83
Si 4.16 1.59 2.11
H 3.66 0.62 -0.16
H 3.10 -0.44 1.14
C 5.31 2.80 1.25
C 5.18 0.40 3.15
C 3.05 2.55 3.29
H 0.75 2.96 -4.38
H -0.70 3.11 -3.35
H -0.37 1.59 -4.21
H 2.56 -0.21 -1.91
H 2.31 0.23 -3.62
H 1.04 -0.62 -2.72
H 3.25 2.71 -1.19
H 2.05 3.99 -1.42
H 2.93 3.35 -2.82
H 5.56 -0.42 2.53
H 4.58 -0.03 3.97
H 6.05 0.91 3.59
H 2.39 1.89 3.87
H 2.41 3.30 2.79
H 3.69 3.09 4.01
H 6.24 2.91 1.84
H 4.85 3.79 1.14
H 5.59 2.43 0.26
F 0.70 -2.26 4.05
C 0.35 -0.98 4.28
F -0.34 -0.91 5.43
F 1.50 -0.25 4.42
S -0.64 -0.31 2.85
O 0.30 -0.26 1.71
O -1.81 -1.13 2.66
N -0.92 1.14 3.46
S -1.11 2.33 2.41
O 0.23 2.78 1.94
O -2.11 2.10 1.40
C -1.63 3.67 3.59
F -2.79 3.38 4.21
F -0.67 3.85 4.52
F -1.78 4.82 2.89
```

Calculated values
LUMO level = -0.01 eV
Gap between HOMO and LUMO = 6.62 eV
Energy = -3392.4437 a.u.

---

(7)
Density functional theory data (ωB97M-V with the def2-TZVPD basis set) for a 9-piece molecular cluster, H18O9 overall in a non-equilibrium geometry.

Geometry as XYZ:
```
27
H18O9 (ωB97M-V with the def2-TZVPD basis set)
O 2.46 1.90 0.82
H 2.74 2.75 1.08
H 1.55 1.80 1.14
O -1.95 -0.63 -2.13
H -2.56 0.08 -2.16
H -1.53 -0.62 -1.25
O -0.48 -0.31 0.08
H -0.56 0.31 0.82
H 0.03 -1.01 0.45
O 0.80 -2.57 -1.74
H 1.72 -2.47 -1.56
H 0.57 -1.87 -2.33
O 1.06 -2.09 1.47
H 1.76 -1.54 1.85
H 0.43 -2.31 2.17
O -1.51 3.73 -0.01
H -1.12 4.50 -0.35
H -0.86 3.05 -0.27
O 0.00 1.79 -1.33
H -0.62 1.78 -2.07
H -0.12 0.90 -0.98
O -0.85 -4.16 0.11
H -1.59 -3.87 -0.39
H -0.15 -3.76 -0.36
O 0.12 1.53 1.93
H 0.31 2.27 2.48
H 0.34 0.84 2.54
```

Calculated values
LUMO level = -0.37 eV
Gap between HOMO and LUMO = 10.52 eV
Energy = -687.9387 a.u.
SMILES = O.O.O.O.O.O.O.O.O